# 1
64
Properties=species:S:1:pos:R:3 method="wB97M-V/def2-TZVPD" smiles="COc1ccc(N2CCN(CCNC(=O)[C@H]3CC(=O)N(C4CCCC4)C3)CC2)cc1" total_charge=0 gap_ha=0.2843
C 3.200 0.703 2.934
H 4.208 0.368 3.175
O 3.320 1.461 1.760
C 2.181 1.976 1.207
C 2.342 2.688 0.019
C 1.262 3.262 -0.611
C -0.036 3.143 -0.094
C -0.182 2.436 1.097
C 0.906 1.862 1.740
H 0.728 1.323 2.657
H -1.150 2.305 1.552
N -1.092 3.792 -0.745
C -2.404 3.827 -0.138
C -3.213 2.553 -0.410
N -3.295 2.330 -1.845
C -1.978 2.278 -2.452
C -1.238 3.591 -2.171
H -0.265 3.570 -2.658
H -1.818 4.427 -2.574
H -2.098 2.146 -3.531
H -1.364 1.452 -2.060
C -4.185 1.259 -2.226
H -5.209 1.595 -2.028
C -4.026 -0.103 -1.511
N -2.713 -0.695 -1.636
C -1.891 -0.868 -0.578
O -2.191 -0.531 0.550
C -0.547 -1.496 -0.922
H -0.661 -2.186 -1.764
C 0.069 -2.218 0.284
N 1.493 -2.033 0.120
C 1.816 -1.058 -0.756
O 2.936 -0.739 -1.082
C 0.515 -0.439 -1.252
H 0.579 -0.186 -2.308
H 0.352 0.478 -0.678
C 2.489 -2.852 0.769
H 3.430 -2.316 0.610
C 2.566 -4.270 0.158
C 2.667 -5.221 1.349
C 1.834 -4.530 2.424
H 2.038 -4.912 3.423
H 0.771 -4.665 2.217
C 2.224 -3.060 2.274
H 1.452 -2.389 2.645
H 3.139 -2.865 2.832
H 2.306 -6.221 1.113
H 3.703 -5.298 1.679
H 3.408 -4.366 -0.526
H 1.655 -4.473 -0.406
H -0.191 -3.278 0.314
H -0.293 -1.739 1.204
H -2.405 -0.955 -2.560
H -4.210 0.010 -0.442
H -4.771 -0.790 -1.925
H -4.082 1.114 -3.306
H -4.229 2.676 -0.027
H -2.740 1.708 0.111
H -2.311 4.000 0.934
H -2.933 4.679 -0.578
H 1.431 3.830 -1.512
H 3.334 2.779 -0.392
H 2.557 -0.170 2.785
H 2.811 1.302 3.765

=====

# 2
66
Properties=species:S:1:pos:R:3 method="wB97M-V/def2-TZVPD" smiles="CCOCCCNC(=S)N(CCCN(C)C)Cc1cc2cc3c(cc2[nH]c1=O)OCCO3" total_charge=0 gap_ha=0.2865
C 3.166 -2.109 1.003
C 3.446 -1.156 2.166
O 2.268 -0.630 2.739
C 1.698 0.458 2.037
C 2.252 1.813 2.500
C 1.904 2.928 1.509
N 0.486 3.025 1.272
C -0.112 2.452 0.213
N -1.465 2.388 0.185
C -2.250 2.743 1.348
H -1.788 2.308 2.239
H -3.229 2.275 1.248
C -2.403 4.265 1.520
C -2.260 4.659 2.991
N -0.886 4.451 3.440
C -0.082 5.646 3.266
H -0.119 5.961 2.225
H -0.428 6.479 3.897
H 0.953 5.425 3.523
C -0.801 3.960 4.802
H -1.338 3.015 4.881
H -1.216 4.665 5.537
H 0.245 3.782 5.050
H -2.571 5.704 3.135
H -2.929 4.031 3.584
H -3.375 4.595 1.151
H -1.638 4.772 0.930
C -2.081 1.639 -0.890
C -1.584 0.213 -0.967
C -1.438 -0.432 -2.148
C -0.899 -1.748 -2.230
C -0.702 -2.420 -3.438
C -0.121 -3.670 -3.469
C 0.264 -4.292 -2.265
C 0.093 -3.631 -1.062
C -0.483 -2.366 -1.033
N -0.685 -1.702 0.145
C -1.268 -0.466 0.286
O -1.479 -0.030 1.409
H -0.393 -2.145 1.009
H 0.406 -4.121 -0.154
O 0.806 -5.547 -2.238
C 0.659 -6.257 -3.450
C 0.984 -5.350 -4.634
H 0.889 -5.883 -5.581
O 0.072 -4.276 -4.686
H 2.009 -4.968 -4.526
H 1.343 -7.105 -3.396
H -0.374 -6.621 -3.545
H -0.992 -1.961 -4.370
H -1.685 0.072 -3.071
H -3.163 1.649 -0.731
H -1.865 2.130 -1.846
S 0.775 1.908 -1.093
H -0.070 3.333 2.068
H 2.387 2.733 0.548
H 2.259 3.890 1.893
H 1.851 2.045 3.489
H 3.339 1.751 2.584
H 0.624 0.409 2.231
H 1.860 0.350 0.959
H 4.109 -0.347 1.830
H 3.944 -1.698 2.975
H 4.102 -2.506 0.620
H 2.651 -1.595 0.194
H 2.545 -2.934 1.342

=====

# 3
66
Properties=species:S:1:pos:R:3 method="wB97M-V/def2-TZVPD" spin_multiplicity=3 total_charge=-2 gap_ha="0.1984 / 0.2075" s_squared=2.014
Ti 0.182 -0.821 -1.296
C 0.059 -3.210 2.866
C 0.799 -2.673 1.669
C 1.592 -1.520 1.772
C 2.325 -1.061 0.702
C 2.238 -1.681 -0.559
C 1.380 -2.788 -0.688
C 0.723 -3.302 0.449
H -0.512 -2.417 3.357
H 0.753 -3.632 3.600
H -0.640 -3.991 2.563
H 1.635 -0.986 2.715
H 2.979 -0.210 0.826
H 2.932 -1.432 -1.339
H 1.381 -3.360 -1.601
H 0.128 -4.200 0.344
C -0.290 0.181 -5.621
C 0.358 0.036 -4.257
S 0.427 -1.595 -3.575
C 0.845 1.109 -3.608
C 0.722 2.503 -4.178
S 1.596 0.983 -2.013
H -0.738 -0.764 -5.923
H 0.440 0.478 -6.385
H -1.079 0.942 -5.601
H 0.873 2.523 -5.264
H 1.453 3.162 -3.708
H -0.275 2.909 -3.968
C 3.265 4.197 2.683
C 1.841 3.771 3.069
Sb 0.846 2.712 1.369
C -1.103 2.687 2.346
C -1.189 3.158 3.799
C 0.539 4.568 0.280
C 0.092 5.770 1.111
H 3.813 4.653 3.516
H 3.248 4.925 1.864
H 3.851 3.340 2.334
H 1.267 4.639 3.407
H 1.877 3.072 3.913
H -1.430 1.650 2.260
H -1.754 3.278 1.699
H -0.521 2.584 4.448
H -2.208 3.040 4.188
H -0.915 4.211 3.905
H -0.212 4.300 -0.464
H 1.466 4.791 -0.256
H -0.792 5.529 1.710
H -0.167 6.622 0.472
H 0.877 6.099 1.798
Se -2.233 -2.414 -0.695
C -2.415 -4.305 -0.672
C -3.043 -4.970 0.396
C -3.232 -6.349 0.385
C -2.785 -7.119 -0.685
C -2.129 -6.483 -1.737
C -1.943 -5.105 -1.729
H -3.390 -4.377 1.235
H -3.728 -6.831 1.223
H -2.944 -8.192 -0.698
H -1.765 -7.070 -2.573
H -1.433 -4.616 -2.551
O -1.400 0.236 -1.771
N -0.932 0.786 -0.677
O -0.959 2.059 -0.512
O -0.648 -0.033 0.332

=====

# 4
73
Properties=species:S:1:pos:R:3 method="wB97M-V/def2-TZVPD" total_charge=+3 gap_ha=0.2344
Ta -0.704 0.095 -0.080
C -3.574 -2.653 3.651
O -2.408 -2.173 2.924
C -2.478 -1.268 2.031
O -1.395 -0.856 1.495
N -3.608 -0.671 1.680
N -3.518 0.365 0.739
H -3.178 -3.275 4.445
H -4.198 -3.260 2.996
H -4.130 -1.823 4.085
H -4.509 -1.011 1.989
H -3.990 1.187 1.105
H -3.994 0.082 -0.112
Cl -2.605 0.810 -7.278
C -2.066 0.782 -5.668
C -1.076 1.670 -5.245
C -0.650 1.669 -3.926
Cl 0.582 2.718 -3.356
C -1.222 0.787 -3.013
O -0.812 0.767 -1.726
C -2.190 -0.137 -3.440
C -2.739 -1.093 -2.505
O -2.531 -1.122 -1.281
C -2.602 -0.135 -4.769
H -0.630 2.357 -5.953
H -3.419 -1.843 -2.927
H -3.347 -0.847 -5.105
C 2.046 -1.105 -3.748
C 2.191 -2.452 -3.040
C 2.454 -2.340 -1.506
C 2.676 -3.745 -0.902
C 2.782 -3.721 0.623
C 3.724 -1.509 -1.315
O 4.805 -1.908 -1.611
N 3.575 -0.183 -0.832
C 2.429 0.373 -0.394
O 2.263 1.531 -0.062
N 1.328 -0.482 -0.332
C 1.252 -1.701 -0.893
O 0.089 -2.155 -0.900
H 1.767 -1.262 -4.790
H 2.985 -0.551 -3.743
H 1.274 -0.483 -3.283
H 3.030 -3.004 -3.462
H 1.294 -3.057 -3.177
H 3.600 -4.125 -1.334
H 1.860 -4.395 -1.219
H 3.609 -3.088 0.951
H 2.969 -4.725 0.995
H 1.856 -3.361 1.082
H 4.416 0.385 -0.843
C 1.634 4.095 0.989
C 0.357 3.666 1.704
P -0.002 1.878 1.902
C 1.378 1.074 2.813
C 1.439 1.384 4.309
C -1.484 1.825 3.016
C -1.608 2.984 4.010
H 1.738 5.173 1.104
H 1.607 3.866 -0.072
H 2.519 3.629 1.417
H -0.518 4.125 1.239
H 0.392 4.002 2.743
H 2.285 1.415 2.317
H 1.295 -0.006 2.657
H 1.571 2.447 4.508
H 2.312 0.876 4.718
H 0.563 1.024 4.848
H -1.422 0.877 3.556
H -2.368 1.803 2.376
H -0.705 3.112 4.603
H -2.421 2.774 4.706
H -1.842 3.921 3.510

=====

# 5
85
Properties=species:S:1:pos:R:3 method="wB97M-V/def2-TZVPD" smiles="CCC(=O)OCC[C@@]1(CCCCO)[C@@](COC(F)(F)F)(C(F)(F)F)OC(=O)[C@@]1(CCCC(F)(F)C(F)(F)F)P(=N)(O)O.C[N+](=O)[O-].C[N+](=O)[O-]" total_charge=0 gap_ha=0.3689
C -0.635 5.405 1.063
C -0.036 5.420 -0.353
C 1.230 4.589 -0.453
O 2.276 4.924 -0.020
O 1.112 3.419 -1.145
C 0.078 2.518 -0.716
C 0.605 1.123 -1.031
C -0.401 -0.037 -0.972
C -0.954 -0.010 0.507
C -1.773 -1.176 1.123
C -1.743 -1.143 2.659
C -2.823 -0.240 3.250
O -2.821 -0.216 4.667
C -1.592 -0.083 -2.028
C -2.943 0.535 -1.601
O -2.791 1.962 -1.566
C -3.914 2.692 -1.653
F -4.795 2.375 -0.692
F -4.548 2.543 -2.818
F -3.571 3.965 -1.516
C -1.303 0.437 -3.490
F -0.419 1.445 -3.512
F -2.424 0.902 -4.069
F -0.848 -0.540 -4.262
O -1.900 -1.477 -2.135
C -0.914 -2.281 -1.631
O -1.090 -3.444 -1.525
C 0.304 -1.429 -1.264
C 1.086 -1.989 -0.034
C 1.580 -3.452 -0.127
C 1.364 -4.273 1.158
C 2.561 -4.435 2.071
F 3.689 -4.741 1.375
F 2.346 -5.458 2.945
C 2.902 -3.217 2.952
F 3.026 -2.114 2.207
F 4.035 -3.406 3.613
F 1.929 -2.989 3.834
P 1.527 -1.614 -2.694
N 1.369 -2.962 -3.397
O 2.897 -1.191 -1.940
O 1.343 -0.374 -3.682
H -1.298 6.263 1.203
H 0.154 5.445 1.821
H -1.220 4.495 1.240
H -0.767 5.069 -1.088
H 0.252 6.441 -0.625
H -0.843 2.731 -1.262
H -0.091 2.647 0.358
H 1.081 1.204 -1.999
H 1.396 0.885 -0.305
H -0.074 0.141 1.143
H -1.541 0.913 0.614
H -1.419 -2.150 0.785
H -2.819 -1.139 0.817
H -1.891 -2.160 3.047
H -0.765 -0.789 3.010
H -3.809 -0.548 2.864
H -2.656 0.801 2.946
H -2.819 -1.125 4.997
H -3.711 0.233 -2.319
H -3.234 0.193 -0.623
H 0.470 -1.890 0.853
H 1.944 -1.335 0.131
H 1.059 -3.963 -0.934
H 2.645 -3.460 -0.382
H 1.076 -5.299 0.899
H 0.553 -3.859 1.768
H 2.156 -3.597 -3.414
H 3.654 -1.586 -2.402
H 1.851 0.408 -3.433
C -4.005 6.581 -3.579
N -3.068 7.732 -3.454
O -3.281 8.547 -2.579
O -2.143 7.769 -4.240
H -4.767 6.680 -2.815
H -4.426 6.612 -4.579
H -3.419 5.677 -3.449
C 5.644 -6.022 4.235
N 6.699 -6.798 4.946
O 7.376 -7.568 4.295
O 6.808 -6.602 6.140
H 5.664 -6.301 3.188
H 4.694 -6.267 4.701
H 5.870 -4.971 4.379

=====

# 6
68
Properties=species:S:1:pos:R:3 method="wB97M-V/def2-TZVPD" spin_multiplicity=3 total_charge=+2 gap_ha="0.2255 / 0.2218" s_squared=2.012
Mo 0.365 -0.398 -0.134
C 2.174 -3.032 -0.113
O 1.495 -1.760 -0.084
Si 2.002 -0.363 2.381
C 0.972 -1.444 3.443
C 3.785 -0.640 2.651
C 1.329 0.887 1.324
Si 2.692 1.924 0.415
C 1.924 3.227 -0.675
C 3.774 2.728 1.695
C 3.692 0.746 -0.661
Si -0.018 1.873 2.340
C 0.848 2.380 3.913
C -1.447 0.723 2.740
C -0.638 3.368 1.450
H 1.717 -3.697 0.614
H 3.222 -2.870 0.124
H 2.086 -3.457 -1.107
H 1.598 -2.200 3.917
H 0.167 -1.943 2.900
H 0.502 -0.848 4.232
H 3.997 -1.708 2.746
H 4.049 -0.173 3.609
H 4.422 -0.212 1.878
H 2.103 4.222 -0.261
H 0.848 3.113 -0.783
H 2.374 3.203 -1.670
H 3.259 3.569 2.165
H 4.667 3.128 1.207
H 4.104 2.054 2.488
H 3.540 -0.315 -0.447
H 4.761 0.943 -0.539
H 3.462 0.908 -1.717
H 1.356 1.553 4.426
H 0.119 2.792 4.617
H 1.590 3.158 3.725
H -1.510 0.533 3.814
H -1.406 -0.247 2.240
H -2.385 1.198 2.443
H 0.150 4.087 1.224
H -1.345 3.862 2.125
H -1.183 3.128 0.535
I -4.668 -4.434 -4.139
C -3.956 -2.814 -3.055
C -2.855 -2.983 -2.217
C -2.383 -1.900 -1.502
C -2.994 -0.651 -1.608
C -4.096 -0.495 -2.444
C -4.575 -1.573 -3.168
C -2.512 0.535 -0.894
O -3.025 1.597 -0.813
O -1.234 0.364 -0.305
H -2.390 -3.954 -2.122
H -1.558 -2.063 -0.814
H -4.565 0.477 -2.524
H -5.431 -1.450 -3.817
N 0.608 2.236 -7.488
C 0.575 1.850 -6.407
C 0.522 1.374 -5.050
C -0.120 2.122 -4.069
C -0.163 1.626 -2.782
N 0.396 0.460 -2.439
C 1.018 -0.253 -3.390
C 1.103 0.160 -4.702
H -0.584 3.069 -4.307
H -0.676 2.180 -2.007
H 1.461 -1.194 -3.087
H 1.608 -0.449 -5.439

=====

# 7
63
Properties=species:S:1:pos:R:3 method="wB97M-V/def2-TZVPD" smiles="CCOc1ccccc1CN1CCC(N2CCC(C(=O)NC3CC3)CC2)CC1" total_charge=0 gap_ha=0.3193
C 4.425 5.453 -3.392
C 5.340 4.331 -2.907
O 4.657 3.361 -2.142
C 4.272 3.647 -0.861
C 4.654 4.779 -0.150
C 4.232 4.961 1.156
C 3.427 4.021 1.770
C 3.046 2.892 1.066
C 3.451 2.693 -0.242
C 3.031 1.453 -0.986
N 1.707 1.014 -0.584
C 1.418 -0.340 -1.013
C 0.100 -0.810 -0.407
H 0.192 -0.794 0.680
H -0.099 -1.835 -0.726
C -1.040 0.121 -0.850
N -2.371 -0.224 -0.383
C -2.551 -0.375 1.051
C -2.741 -1.832 1.481
H -2.778 -1.892 2.571
H -1.884 -2.419 1.144
C -4.033 -2.394 0.859
C -3.883 -3.906 0.712
O -3.702 -4.472 -0.345
N -3.946 -4.565 1.895
C -3.783 -5.978 2.005
C -4.562 -6.737 3.035
C -3.078 -6.555 3.194
H -2.433 -7.407 3.046
H -2.732 -5.875 3.958
H -4.939 -7.714 2.778
H -5.212 -6.180 3.693
H -3.626 -6.415 1.028
H -4.096 -4.052 2.749
C -4.293 -1.734 -0.502
C -2.989 -1.295 -1.151
H -3.190 -0.907 -2.155
H -2.339 -2.177 -1.258
H -4.789 -2.452 -1.156
H -4.941 -0.865 -0.382
H -4.878 -2.194 1.526
H -3.441 0.197 1.349
H -1.698 0.054 1.576
C -0.669 1.553 -0.454
C 0.680 1.924 -1.059
H 0.956 2.937 -0.758
H 0.609 1.902 -2.164
H -0.598 1.639 0.630
H -1.440 2.240 -0.803
H -1.096 0.085 -1.945
H 2.230 -0.989 -0.672
H 1.363 -0.415 -2.116
H 3.740 0.651 -0.750
H 3.095 1.640 -2.071
H 2.413 2.145 1.519
H 3.099 4.165 2.788
H 4.540 5.848 1.691
H 5.287 5.529 -0.599
H 6.195 4.737 -2.351
H 5.727 3.772 -3.764
H 4.005 6.000 -2.552
H 4.988 6.141 -4.018
H 3.607 5.035 -3.973

=====

Electronic energy, record by record: -36506.694, -49388.633, -148702.659, -80574.741, -92637.134, -67117.157, -32983.811 eV